No. 1
This record from OMol25 describes C39H53N12O2RbS3 as an isolated structure at a distorted geometry. The level of theory is ωB97M-V/def2-TZVPD.

ORCA input file:
```
! wB97M-V def2-TZVPD RIJCOSX def2/J DEFGRID3
* xyz -2 1
Rb 0.007 0.518 0.167
C 1.830 -3.530 -2.258
N 1.948 -2.072 -2.258
C 2.473 -1.457 -1.024
C 1.128 -1.354 -3.063
N 0.618 -0.221 -2.683
C 0.284 0.779 -3.615
C 1.109 1.086 -4.698
C 0.842 2.152 -5.559
C -0.233 2.974 -5.304
C -1.047 2.700 -4.217
C -0.828 1.610 -3.374
N -1.582 1.447 -2.205
C -2.870 1.598 -2.234
N -3.579 1.939 -1.127
C -2.847 2.390 0.053
C -4.818 1.236 -0.873
N -3.628 1.340 -3.370
C -4.662 2.251 -3.742
C -3.276 0.360 -4.347
N 0.909 -1.911 -4.298
C -0.371 -1.771 -4.943
C 1.917 -2.573 -5.037
H 1.473 -3.862 -1.272
H 2.773 -4.037 -2.485
H 1.063 -3.823 -2.979
H 3.454 -1.856 -0.815
H 1.792 -1.650 -0.194
H 2.574 -0.387 -1.144
H 1.949 0.437 -4.898
H 1.452 2.309 -6.438
H -0.476 3.811 -5.917
H -1.866 3.371 -3.955
H -1.924 2.849 -0.211
H -2.665 1.557 0.750
H -3.467 3.089 0.600
H -5.260 0.894 -1.793
H -5.528 1.896 -0.346
H -4.603 0.342 -0.259
H -4.748 3.063 -2.999
H -5.644 1.746 -3.800
H -4.423 2.715 -4.715
H -2.697 -0.426 -3.851
H -2.718 0.790 -5.170
H -4.190 -0.071 -4.774
H -1.094 -1.435 -4.222
H -0.701 -2.758 -5.291
H -0.395 -1.041 -5.770
H 2.884 -2.470 -4.535
H 1.963 -2.114 -6.037
H 1.680 -3.636 -5.151
S 2.919 -0.351 2.390
C 4.203 0.808 2.516
S 3.916 2.467 2.278
C 5.496 0.342 2.840
C 6.630 1.221 2.849
N 7.540 1.929 2.816
C 5.781 -1.017 3.211
N 6.068 -2.068 3.604
C 2.291 4.179 -0.210
C 0.905 3.822 0.257
N 0.810 3.521 1.580
O -0.075 3.816 -0.487
H 2.657 5.000 0.375
H 2.268 4.388 -1.278
H 2.950 3.346 0.034
H 1.683 3.262 2.072
H -0.077 3.322 1.998
N 0.279 0.610 4.347
C -0.174 1.872 4.508
S -1.758 2.345 4.133
N 0.649 2.809 5.025
C 2.039 2.813 5.369
C 2.660 4.050 5.324
C 4.014 4.136 5.609
C 4.744 3.007 5.895
C 4.110 1.755 5.925
C 2.750 1.664 5.684
H -0.394 -0.002 3.910
H 1.229 0.460 3.999
H 0.181 3.705 5.070
H 2.091 4.958 5.075
H 4.496 5.109 5.538
H 5.802 3.113 6.018
H 4.680 0.841 6.115
H 2.255 0.705 5.695
O -2.599 -2.050 -0.867
C -1.542 -2.334 -0.303
C -2.715 -2.108 4.164
N -2.711 -3.075 3.104
C -3.759 -2.715 2.178
C -1.389 -3.238 2.464
C -1.385 -4.257 1.364
C -1.292 -5.635 1.671
C -1.237 -6.593 0.677
C -1.197 -6.145 -0.631
C -1.261 -4.780 -0.937
C -1.414 -3.799 0.036
H -3.737 -2.043 4.563
H -2.447 -1.091 3.843
H -2.024 -2.401 4.979
H -4.731 -2.750 2.689
H -3.721 -3.382 1.327
H -3.647 -1.678 1.790
H -0.695 -3.509 3.256
H -1.064 -2.271 2.035
H -1.329 -5.895 2.737
H -1.223 -7.656 0.913
H -1.178 -6.844 -1.471
H -1.304 -4.481 -1.985
*
```

Summary:
Gap between HOMO and LUMO in eV: 4.7
E_tot in Ha: -3544.18269
LUMO level in eV: 3.41
E_HOMO in eV: -1.34
Energy relative to the best compared isomer or geometry (same formula, charge and spin) in kcal/mol: 0.0
Largest force on an atom in hartree/bohr: 0.035

Atom charges from the Löwdin analysis, given in e for atoms 1 to 2: 0.58, -0.05


No. 2
This record from OMol25 describes C22H32BiClF3N2O8Sb as an isolated structure. The level of theory is ωB97M-V/def2-TZVPD.

ORCA input file:
```
! wB97M-V def2-TZVPD RIJCOSX def2/J DEFGRID3
* xyz -2 1
Bi 0.925 -0.474 1.021
N 1.326 -1.193 3.316
C 0.952 -2.608 3.405
C 1.527 -3.376 2.215
O 1.775 -4.563 2.316
N 1.623 -2.621 1.088
C 2.546 -2.975 0.075
C 4.036 -1.200 1.754
O 4.185 -1.449 2.941
O 3.492 -0.212 1.190
H 2.344 -1.089 3.475
H 0.770 -0.616 3.934
H -0.138 -2.683 3.391
H 1.330 -3.092 4.305
H 4.062 -1.485 -0.513
H 4.633 -3.274 -0.782
C 0.462 0.693 -5.650
C 1.689 1.097 -4.836
Sb 1.707 0.174 -2.863
C 3.665 0.902 -2.314
C 3.977 2.335 -2.727
C 0.644 1.762 -1.805
C 0.144 2.942 -2.631
H 0.469 1.130 -6.654
H -0.464 1.010 -5.163
H 0.405 -0.392 -5.760
H 1.763 2.182 -4.750
H 2.602 0.752 -5.328
H 4.402 0.201 -2.709
H 3.718 0.786 -1.229
H 3.991 2.451 -3.814
H 4.954 2.647 -2.349
H 3.236 3.036 -2.333
H 1.329 2.110 -1.026
H -0.193 1.266 -1.310
H 0.965 3.490 -3.097
H -0.413 3.652 -2.011
H -0.525 2.619 -3.433
F -7.359 3.586 4.680
C -7.066 3.363 3.384
F -8.108 2.673 2.866
F -7.090 4.572 2.773
C -5.765 2.655 3.192
C -5.387 2.287 1.904
C -4.186 1.640 1.694
C -3.334 1.342 2.767
C -3.729 1.721 4.053
C -4.933 2.373 4.266
C -2.101 0.659 2.532
C -1.094 0.033 2.246
H -6.038 2.507 1.067
H -3.886 1.347 0.697
H -3.078 1.494 4.887
H -5.227 2.658 5.267
C -1.162 -3.282 -1.155
C -1.503 -2.088 -0.274
C -2.865 -1.499 -0.634
O -0.540 -1.078 -0.401
H -1.902 -4.080 -1.036
H -0.174 -3.666 -0.912
H -1.145 -2.967 -2.202
H -1.565 -2.433 0.774
H -2.833 -1.120 -1.659
H -3.096 -0.670 0.038
H -3.659 -2.248 -0.560
O 6.079 -1.717 -0.093
Cl 4.491 -2.524 0.338
O 7.176 -2.536 -0.086
O 4.912 -3.613 1.276
O 2.250 -3.322 -1.031
*
```

Summary:
Gap between HOMO and LUMO in eV: 3.6
E_tot in Ha: -2783.06504
LUMO level in eV: 3.59
E_HOMO in eV: -0.04
Energy relative to the best compared isomer or geometry (same formula, charge and spin) in kcal/mol: 216.1
Largest force on an atom in hartree/bohr: 0.006

Atom charges from the Löwdin analysis, given in e for atoms 1 to 2: 1.79, -0.09


No. 3
This record from OMol25 describes an isolated ion of composition C23H31N6O and charge +1 at a distorted geometry. The level of theory is ωB97M-V/def2-TZVPD.

ORCA input file:
```
! wB97M-V def2-TZVPD RIJCOSX def2/J DEFGRID3
* xyz 1 1
C 4.652 1.607 -0.616
H 4.433 0.637 -1.057
C 3.381 2.384 -0.295
H 3.664 3.312 0.205
C 2.437 1.622 0.638
H 1.704 2.322 1.045
H 3.028 1.212 1.457
C 1.686 0.460 -0.035
C 0.763 1.001 -1.082
N -0.464 1.433 -0.851
N -0.980 1.802 -2.021
N -0.144 1.622 -2.945
N 0.970 1.117 -2.413
C 2.049 0.654 -3.246
C 2.171 -0.850 -3.154
C 1.032 -1.642 -3.251
C 1.129 -3.019 -3.152
C 2.365 -3.615 -2.963
C 3.503 -2.831 -2.881
C 3.407 -1.453 -2.973
H 4.300 -0.848 -2.921
H 4.470 -3.292 -2.748
H 2.441 -4.688 -2.890
H 0.240 -3.626 -3.234
H 0.068 -1.183 -3.426
H 2.984 1.138 -2.957
H 1.791 0.959 -4.264
N 0.997 -0.380 0.933
C 0.103 -1.400 0.420
C -1.348 -1.207 0.914
N -1.618 0.226 1.160
C -3.036 0.539 1.296
C -3.613 1.382 0.361
C -4.956 1.704 0.448
C -5.716 1.176 1.476
C -5.148 0.332 2.413
C -3.799 -0.002 2.341
O -3.158 -0.821 3.219
C -3.898 -1.396 4.281
H -4.308 -0.629 4.941
H -3.185 -2.005 4.834
H -4.702 -2.032 3.906
H -5.763 -0.065 3.204
H -6.764 1.419 1.554
H -5.400 2.360 -0.282
H -3.013 1.787 -0.440
H -1.255 0.774 0.291
C -0.792 0.738 2.278
C 0.595 0.057 2.242
H 0.566 -0.843 2.866
H 1.335 0.723 2.675
H -0.711 1.820 2.154
H -1.285 0.524 3.226
H -1.522 -1.751 1.844
H -2.055 -1.566 0.164
H 0.451 -2.385 0.757
H 0.139 -1.404 -0.671
H 2.416 -0.187 -0.544
H 2.860 2.668 -1.212
H 5.227 1.439 0.291
H 5.272 2.170 -1.309
*
```

Summary:
Gap between HOMO and LUMO in eV: 9.9
E_tot in Ha: -1298.55178
LUMO level in eV: -1.80
E_HOMO in eV: -11.74
Largest force on an atom in hartree/bohr: 0.031

Atom charges from the Löwdin analysis, given in e for atoms 1 to 2: -0.09, 0.05


No. 4
This record from OMol25 describes one molecule with the formula C22H24N4O5 at a distorted geometry. The level of theory is ωB97M-V/def2-TZVPD.

ORCA input file:
```
! wB97M-V def2-TZVPD RIJCOSX def2/J DEFGRID3
* xyz 0 1
C -6.785 -1.712 2.005
H -6.084 -1.951 2.812
O -6.290 -0.688 1.177
C -5.121 -0.905 0.509
C -4.368 -2.067 0.567
C -3.199 -2.151 -0.172
C -2.752 -1.114 -0.968
C -3.517 0.064 -1.015
C -4.689 0.158 -0.285
H -5.304 1.042 -0.300
O -3.029 1.072 -1.801
C -3.799 2.238 -1.956
H -3.247 2.863 -2.658
H -4.787 2.017 -2.371
H -3.916 2.774 -1.008
C -1.467 -1.233 -1.739
H -1.513 -0.605 -2.630
H -1.317 -2.270 -2.042
C -0.263 -0.799 -0.890
N -0.321 0.608 -0.587
C 0.586 1.502 -1.017
O 1.583 1.187 -1.643
C 0.250 2.947 -0.664
H -0.696 3.190 -1.154
H 1.032 3.581 -1.084
C 0.121 3.199 0.841
H -0.510 2.438 1.302
C 1.480 3.194 1.549
N 2.266 2.030 1.196
N 3.318 2.284 0.398
C 3.988 1.319 -0.090
N 3.703 0.011 0.186
C 4.251 -1.159 -0.226
C 3.543 -2.208 0.377
C 2.527 -1.675 1.181
C 2.645 -0.302 1.043
C 1.840 0.774 1.582
O 0.870 0.633 2.308
H 1.805 -2.184 1.785
O 4.057 -3.394 0.001
C 5.084 -3.097 -0.836
C 5.259 -1.756 -1.018
H 5.998 -1.284 -1.632
H 5.622 -3.930 -1.244
H 4.816 1.541 -0.742
H 1.325 3.196 2.632
H 2.075 4.060 1.255
H -0.342 4.173 1.010
H -1.150 0.925 -0.112
H -0.241 -1.368 0.044
H 0.667 -0.967 -1.438
H -2.618 -3.061 -0.129
H -4.673 -2.907 1.171
H -7.708 -1.325 2.433
H -7.004 -2.620 1.434
*
```

Summary:
Gap between HOMO and LUMO in eV: 8.6
E_tot in Ha: -1447.93480
LUMO level in eV: 0.69
E_HOMO in eV: -7.88
Energy relative to the best compared isomer or geometry (same formula, charge and spin) in kcal/mol: 54.8
Largest force on an atom in hartree/bohr: 0.033

Atom charges from the Löwdin analysis, given in e for atoms 1 to 2: -0.09, 0.10


No. 5
This record from OMol25 describes one molecule with the formula C22H27N3O5S at a distorted geometry. The level of theory is ωB97M-V/def2-TZVPD.

ORCA input file:
```
! wB97M-V def2-TZVPD RIJCOSX def2/J DEFGRID3
* xyz 0 1
C 0.218 3.733 0.590
C 1.231 2.633 0.396
O 1.074 1.493 0.782
N 2.367 3.040 -0.234
H 2.347 3.941 -0.686
C 3.297 2.079 -0.775
H 4.303 2.504 -0.761
H 3.266 1.202 -0.122
C 2.910 1.680 -2.214
C 1.458 1.223 -2.183
O 0.540 1.996 -2.333
N 1.334 -0.104 -1.911
C 0.185 -0.826 -1.599
C -1.094 -0.279 -1.644
C -2.187 -1.070 -1.357
C -2.056 -2.409 -1.048
C -0.789 -2.959 -0.972
C 0.328 -2.176 -1.224
O 1.563 -2.788 -1.191
C 2.536 -2.317 -0.337
C 2.281 -1.452 0.722
C 3.328 -1.040 1.528
C 4.617 -1.489 1.298
C 4.862 -2.365 0.253
C 3.830 -2.779 -0.567
H 4.001 -3.461 -1.385
H 5.863 -2.726 0.071
H 5.427 -1.163 1.932
H 3.121 -0.360 2.340
H 1.284 -1.086 0.908
H -0.642 -3.998 -0.721
H -2.941 -3.002 -0.881
S -3.829 -0.336 -1.354
O -3.792 0.859 -2.143
O -4.767 -1.367 -1.692
N -4.158 0.118 0.201
C -3.469 1.265 0.741
C -2.264 0.876 1.599
C -2.687 -0.127 2.670
C -3.332 -1.345 2.013
C -4.520 -0.897 1.158
H -4.943 -1.724 0.588
H -5.302 -0.485 1.808
H -3.679 -2.049 2.771
H -2.595 -1.850 1.387
H -1.820 -0.431 3.259
H -3.407 0.344 3.344
H -1.481 0.444 0.973
H -1.855 1.770 2.070
H -3.175 1.880 -0.109
H -4.186 1.830 1.351
H -1.240 0.751 -1.922
H 2.194 -0.627 -1.815
H 3.579 0.901 -2.578
H 2.982 2.552 -2.865
H -0.439 3.490 1.419
H 0.701 4.691 0.768
H -0.379 3.796 -0.318
*
```

Summary:
Gap between HOMO and LUMO in eV: 9.2
E_tot in Ha: -1793.23664
LUMO level in eV: 0.54
E_HOMO in eV: -8.68
Energy relative to the best compared isomer or geometry (same formula, charge and spin) in kcal/mol: 18.8
Largest force on an atom in hartree/bohr: 0.021

Atom charges from the Löwdin analysis, given in e for atoms 1 to 2: 0.02, -0.54


No. 6
This record from OMol25 describes one molecule with the formula C6H10O. The level of theory is ωB97M-V/def2-TZVPD.

ORCA input file:
```
! wB97M-V def2-TZVPD RIJCOSX def2/J DEFGRID3
* xyz 0 1
C -2.238 0.257 0.148
C -0.733 0.079 0.245
C -0.113 -1.280 -0.101
C 1.394 -1.135 -0.037
C 1.977 0.061 -0.092
C 1.173 1.317 -0.295
O -0.168 1.051 -0.624
H -2.769 -0.288 0.936
H -2.632 -0.039 -0.829
H -2.438 1.325 0.280
H -0.434 0.312 1.281
H -0.424 -1.595 -1.107
H -0.440 -2.064 0.596
H 2.001 -2.031 0.086
H 3.054 0.178 0.019
H 1.210 1.942 0.616
H 1.578 1.910 -1.122
*
```

Summary:
Gap between HOMO and LUMO in eV: 10.5
E_tot in Ha: -309.82948
LUMO level in eV: 1.15
E_HOMO in eV: -9.35
Energy relative to the best compared isomer or geometry (same formula, charge and spin) in kcal/mol: 8.1
Largest force on an atom in hartree/bohr: 0.005

Atom charges from the Löwdin analysis, given in e for atoms 1 to 2: -0.04, -0.42


No. 7
This record from OMol25 describes C30H21CaClF9N4O6PS5Se2 as an isolated structure at a distorted geometry. The level of theory is ωB97M-V/def2-TZVPD.

ORCA input file:
```
! wB97M-V def2-TZVPD RIJCOSX def2/J DEFGRID3
* xyz -2 1
Ca -0.393 0.773 1.266
Se -5.070 0.747 3.185
P -3.763 -0.740 2.425
Se -2.690 -0.408 0.559
C -2.582 -1.307 3.715
C -2.668 -0.852 5.021
C -1.816 -1.371 5.986
C -0.887 -2.343 5.647
C -0.793 -2.790 4.337
C -1.642 -2.274 3.369
C -4.692 -2.329 2.215
C -4.535 -3.145 1.102
C -5.217 -4.353 1.023
C -6.062 -4.748 2.048
C -6.224 -3.930 3.160
C -5.540 -2.728 3.243
H -3.396 -0.090 5.273
H -1.873 -1.011 7.007
H -0.234 -2.758 6.406
H -0.059 -3.537 4.062
H -1.585 -2.618 2.342
H -3.875 -2.834 0.302
H -5.082 -4.992 0.159
H -6.594 -5.690 1.985
H -6.884 -4.236 3.964
H -5.667 -2.084 4.105
F 0.544 4.053 4.695
C 0.825 3.145 3.747
F 1.676 3.687 2.897
F 1.380 2.106 4.359
S -0.795 2.655 2.920
O -0.606 2.810 1.495
O -1.024 1.301 3.349
N -1.850 3.676 3.468
S -1.978 5.001 2.565
O -0.700 5.530 2.175
O -2.921 5.913 3.129
C -2.851 4.467 0.961
F -3.335 3.234 1.033
F -3.889 5.298 0.779
F -2.073 4.584 -0.117
F 1.852 4.939 -4.598
C 2.630 3.918 -4.168
F 3.803 4.468 -3.786
F 2.888 3.145 -5.240
C 1.976 3.159 -3.053
C 1.853 3.750 -1.805
C 1.229 3.034 -0.798
N 0.734 1.808 -0.982
C 0.860 1.248 -2.185
C 1.478 1.884 -3.253
H 2.240 4.743 -1.619
H 1.124 3.462 0.189
H 0.464 0.246 -2.303
H 1.564 1.386 -4.209
S 3.950 -5.278 -4.504
C 2.903 -4.092 -3.988
S 1.614 -4.418 -2.869
C 1.156 -2.664 -2.835
N 1.962 -1.983 -3.586
N 2.905 -2.756 -4.246
C 3.741 -2.016 -5.123
C 4.306 -2.552 -6.279
C 5.086 -1.753 -7.100
C 5.302 -0.417 -6.801
C 4.726 0.121 -5.660
C 3.955 -0.669 -4.825
S -0.144 -2.130 -1.932
H 4.139 -3.582 -6.536
H 5.529 -2.189 -7.988
H 5.912 0.200 -7.450
H 4.879 1.164 -5.413
H 3.512 -0.258 -3.931
Cl 1.091 -1.671 1.405
C 2.525 -0.817 0.807
C 2.598 0.631 1.361
O 3.681 1.192 1.254
O 1.524 1.086 1.865
H 2.458 -0.787 -0.282
H 3.415 -1.362 1.103
*
```

Summary:
Gap between HOMO and LUMO in eV: 6.9
E_tot in Ha: -10998.35380
LUMO level in eV: 3.89
E_HOMO in eV: -3.03
Energy relative to the best compared isomer or geometry (same formula, charge and spin) in kcal/mol: 57.5
Largest force on an atom in hartree/bohr: 0.097

Atom charges from the Löwdin analysis, given in e for atoms 1 to 2: 1.01, 0.20